[1]
C13H18BrO3P | ωB97M-V/def2-TZVPD

Geometry as ORCA input:
```
! wB97M-V def2-TZVPD RIJCOSX def2/J DEFGRID3
* xyz 0 1
C -3.165 -2.428 2.776
C -2.708 -2.006 1.264
O -1.315 -2.443 1.145
C -0.654 -1.859 0.036
O -1.036 -1.884 -1.153
C 0.766 -1.139 0.368
C 1.352 -1.962 1.642
O 1.959 -3.047 1.443
Br 1.135 -1.395 3.527
P -2.995 -0.139 1.137
C -1.765 0.866 2.164
C -3.139 0.471 -0.647
H -2.944 -1.502 3.425
H -2.413 -3.231 3.123
H -4.247 -2.778 2.829
H -3.412 -2.583 0.549
H 1.470 -1.350 -0.510
H 0.657 -0.024 0.574
H -0.697 0.465 2.181
H -2.149 0.832 3.255
H -1.779 1.948 1.805
H -3.783 -0.283 -1.244
H -3.734 1.455 -0.619
H -2.136 0.584 -1.179
C 2.137 2.227 -1.320
C 1.923 1.163 -2.192
C 2.849 0.886 -3.193
C 3.987 1.675 -3.325
C 4.197 2.745 -2.460
C 3.273 3.020 -1.456
H 1.418 2.439 -0.535
H 1.034 0.549 -2.090
H 2.683 0.055 -3.870
H 4.710 1.458 -4.104
H 5.081 3.364 -2.566
H 3.438 3.852 -0.780
*
```

Results
E_tot = -99244.043 eV
ΔE to the lowest compared entry with this formula, charge and spin = 0.0 kJ/mol
SMILES = C[C@H](OC(=O)CC(=O)Br)P(C)C.c1ccccc1
HOMO = -8.065 eV
F_max = 5.758 eV/Å
Kohn-Sham gap = 8.2822 eV

Atomic partial charges in e from the Löwdin method, atoms 1 to 2:
1 C -0.098
2 C -0.478

***

[2]
C13H18Cl3N4O2P | ωB97M-V/def2-TZVPD

Geometry as ORCA input:
```
! wB97M-V def2-TZVPD RIJCOSX def2/J DEFGRID3
* xyz 0 1
C 4.225 -1.459 0.472
P 3.616 0.309 0.007
O 4.623 1.017 -1.183
C 1.847 -0.003 -0.671
N 0.849 -0.012 0.354
C -0.469 -0.289 -0.136
C -1.627 -0.366 0.941
Cl -1.168 -0.135 2.718
C -3.094 -0.656 0.555
N -4.188 -0.761 1.566
C -3.409 -0.879 -0.967
C -2.267 -0.799 -2.031
N -2.635 -1.001 -3.451
C -0.751 -0.512 -1.637
N 0.189 -0.504 -2.722
C 1.487 -0.265 -2.167
C 2.684 -0.244 -3.263
C 3.698 -1.483 -3.125
O 3.321 -2.479 -4.143
H 4.579 -1.372 1.567
H 3.340 -2.207 0.503
H 5.094 -1.817 -0.177
H 5.482 1.278 -0.763
H -4.839 -1.459 1.158
H -3.733 -1.209 2.391
H -4.472 -1.106 -1.353
H -3.655 -1.160 -3.450
H -2.415 -0.114 -3.948
H 3.204 0.792 -3.255
H 2.227 -0.324 -4.325
H 3.663 -1.999 -2.107
H 4.745 -1.090 -3.406
H 2.379 -2.702 -3.935
Cl -3.311 3.670 6.974
C -3.182 2.676 5.501
C -2.363 3.356 4.422
Cl -3.192 4.781 3.747
H -4.192 2.449 5.155
H -2.704 1.739 5.793
H -2.197 2.665 3.592
H -1.390 3.676 4.798
*
```

Results
E_tot = -70678.783 eV
SMILES = CP(O)c1nc2c(Cl)c(N)cc(N)c2nc1CCO.ClCCCl
HOMO = -8.139 eV
F_max = 6.509 eV/Å
Kohn-Sham gap = 7.0340 eV

Atomic partial charges in e from the Löwdin method, atoms 1 to 2:
1 C -0.311
2 P 0.911

***

[3]
C13H18F3IO2S2 | ωB97M-V/def2-TZVPD

Geometry as ORCA input:
```
! wB97M-V def2-TZVPD RIJCOSX def2/J DEFGRID3
* xyz 0 1
C 2.352 -1.836 -1.824
C 1.519 -2.289 -0.634
C 2.273 -3.313 0.183
O 0.311 -2.708 -1.347
S -0.467 -4.152 -1.115
C -0.010 -4.986 -2.697
F 0.532 -6.227 -2.457
F -1.113 -5.149 -3.486
F 0.899 -4.245 -3.394
C 0.859 -1.187 0.171
C 0.921 0.082 -0.396
C -0.113 0.973 -0.184
C -1.185 0.627 0.638
C -1.098 -0.522 1.431
C -0.090 -1.460 1.169
I -0.347 -3.294 2.216
H 3.253 -1.323 -1.481
H 2.633 -2.709 -2.417
H 1.754 -1.198 -2.481
H 3.294 -2.926 0.346
H 1.830 -3.456 1.181
H 2.355 -4.282 -0.331
H 1.700 0.318 -1.112
H -0.056 1.917 -0.718
H -2.111 1.212 0.631
H -1.839 -0.737 2.198
C -1.745 3.121 -0.212
S -0.886 3.974 0.937
C -1.845 5.460 1.132
C -0.941 3.195 2.569
O 0.508 4.281 0.601
H -2.832 3.052 -0.028
H -1.477 3.458 -1.224
H -2.896 5.177 1.229
H -1.450 5.969 2.010
H -1.681 6.030 0.215
H -1.971 3.166 2.940
H -0.530 2.182 2.515
H -0.312 3.804 3.228
*
```

Results
E_tot = -55786.070 eV
ΔE to the lowest compared entry with this formula, charge and spin = 0.0 kJ/mol
SMILES = CC(C)(OSC(F)(F)F)c1ccccc1I.C=S(C)(C)=O
HOMO = -7.449 eV
F_max = 2.194 eV/Å
Kohn-Sham gap = 7.7395 eV

Atomic partial charges in e from the Löwdin method, atoms 1 to 2:
1 C -0.034
2 C -0.563